A molecular structure, C30H74BBrGaN10O10 in a non-equilibrium geometry, computed with the ωB97M-V functional and the def2-TZVPD basis.

The net charge is -1.

Structure (XYZ):
```
127
Properties=species:S:1:pos:R:3:forces:R:3
C 1.0597 -0.8000 0.1478 -0.260 -0.201 0.102
C 0.1570 -0.4444 1.3304 0.314 0.332 -0.204
C -0.9830 0.4906 0.9617 -0.337 -0.495 -0.057
Br -0.2800 2.0588 -0.0432 0.012 0.099 0.126
Ga -2.5614 -0.4013 -0.0281 0.024 0.234 -0.153
B -4.3735 0.4750 0.6894 -0.240 0.020 -0.689
N -5.5074 -0.3666 0.9830 1.172 -0.353 1.024
O -4.5819 1.8435 0.9702 -0.373 -0.001 0.502
H 1.8809 -0.0976 0.0460 0.084 0.080 -0.150
H 1.4589 -1.8093 0.2485 0.174 -0.053 0.073
H 0.4646 -0.7887 -0.7636 0.039 0.030 -0.171
H -0.2692 -1.3731 1.7110 -0.228 0.135 0.160
H 0.7500 0.0225 2.1253 0.216 -0.188 0.135
H -1.3793 0.9369 1.8695 -0.030 0.193 0.068
H -2.3576 -0.3051 -1.6290 0.198 -0.020 0.126
H -2.5481 -1.9405 0.4508 0.140 -0.016 -0.022
H -5.2011 -1.3378 0.9981 -0.380 0.026 -0.200
H -5.8346 -0.1792 1.9303 -0.668 0.312 -0.264
H -4.6258 2.3586 0.1694 0.419 0.229 -0.197
C 0.0672 -3.7373 3.7642 0.064 0.206 -0.019
O -0.6653 -3.4803 2.8328 -0.178 -0.170 0.070
N 1.2744 -4.3240 3.6276 0.025 -0.123 0.088
C 2.1504 -4.5837 4.7502 0.004 -0.013 -0.280
C 1.7028 -4.6856 2.2877 -0.032 0.074 0.025
H -0.1791 -3.4844 4.8113 -0.006 -0.051 -0.019
H 3.0884 -4.0458 4.6170 0.056 -0.043 0.213
H 2.3625 -5.6529 4.8297 0.028 0.013 0.073
H 1.6867 -4.2459 5.6740 -0.037 0.025 0.000
H 1.7378 -3.8036 1.6469 -0.002 -0.009 -0.019
H 1.0036 -5.3920 1.8393 0.009 -0.006 -0.026
H 2.6909 -5.1387 2.3405 0.011 -0.010 0.017
C -5.5216 -4.4773 0.4064 0.122 0.080 -0.021
O -5.4603 -3.2897 0.6567 -0.339 -0.215 0.100
N -4.5917 -5.3652 0.7892 0.099 -0.143 0.137
C -4.6846 -6.7682 0.4610 0.106 0.094 0.061
C -3.4488 -4.8754 1.5580 -0.023 -0.005 -0.146
H -6.3485 -4.9260 -0.1746 0.024 0.018 0.026
H -4.7167 -7.3757 1.3692 -0.014 -0.039 -0.018
H -3.8250 -7.0807 -0.1359 -0.019 -0.032 -0.020
H -5.5909 -6.9515 -0.1135 -0.014 0.006 -0.016
H -3.7782 -4.4083 2.4850 -0.030 -0.009 0.037
H -2.9014 -4.1187 0.9977 0.034 0.032 0.006
H -2.7926 -5.7130 1.7849 0.002 -0.004 -0.006
C -3.5186 -2.6709 -4.0282 0.041 0.011 -0.025
O -3.2757 -3.8442 -3.7754 -0.111 0.003 0.021
N -4.1628 -1.8274 -3.2238 -0.264 0.113 0.010
C -4.4228 -0.4549 -3.5975 -0.029 0.081 0.060
C -4.6117 -2.2861 -1.9145 0.207 -0.142 -0.205
H -3.2146 -2.2052 -4.9849 0.006 -0.018 0.034
H -3.9459 0.2217 -2.8855 0.021 -0.055 -0.039
H -5.4976 -0.2584 -3.6025 -0.049 -0.029 -0.048
H -4.0238 -0.2620 -4.5927 0.018 -0.011 -0.025
H -3.7507 -2.5953 -1.3241 -0.097 -0.004 0.055
H -5.2856 -3.1351 -2.0192 -0.061 -0.006 -0.094
H -5.1206 -1.4789 -1.3970 -0.005 0.015 -0.024
C 0.8173 5.2471 -3.7258 0.104 -0.033 -0.146
O 1.3205 4.1418 -3.7381 0.001 0.013 0.012
N 0.4872 5.9348 -2.6167 0.011 0.165 0.084
C -0.1032 7.2541 -2.6917 -0.057 -0.105 0.072
C 0.7145 5.3296 -1.3133 -0.127 -0.051 -0.098
H 0.5876 5.8038 -4.6540 -0.007 -0.016 0.028
H 0.5197 7.9968 -2.1883 0.017 -0.013 0.001
H -1.0893 7.2509 -2.2214 -0.024 0.099 -0.026
H -0.2231 7.5409 -3.7346 -0.050 0.029 -0.007
H 1.7693 5.0856 -1.1830 -0.008 -0.041 0.005
H 0.1291 4.4147 -1.2106 0.102 0.038 -0.002
H 0.4030 6.0318 -0.5425 0.034 0.038 0.006
C 2.1625 6.3965 2.0652 0.120 0.123 -0.100
O 2.3282 7.6009 2.1712 -0.007 -0.055 0.001
N 1.2909 5.6814 2.7912 -0.035 -0.163 0.071
C 1.1321 4.2455 2.6232 -0.095 0.169 0.139
C 0.4798 6.3754 3.7742 0.043 0.021 -0.055
H 2.7288 5.7817 1.3449 -0.005 0.011 0.008
H 0.1113 4.0057 2.3287 0.019 -0.092 -0.046
H 1.3628 3.7290 3.5581 0.003 -0.047 -0.018
H 1.8001 3.8831 1.8464 -0.010 0.005 -0.052
H -0.1281 7.1431 3.2949 -0.017 0.010 0.016
H 1.1129 6.8657 4.5151 -0.013 0.011 0.015
H -0.1693 5.6570 4.2680 -0.012 -0.022 -0.005
C 0.9306 -6.3357 -5.8317 0.144 -0.052 0.025
O 1.5053 -7.2562 -6.3914 -0.009 0.019 0.017
N -0.3115 -5.9262 -6.1213 -0.115 0.142 0.005
C -0.9626 -4.8228 -5.4251 0.126 -0.266 -0.251
C -1.0326 -6.6168 -7.1731 0.062 -0.010 0.035
H 1.3979 -5.7526 -5.0202 -0.003 -0.007 -0.013
H -1.8745 -5.1508 -4.9381 -0.042 0.063 0.052
H -1.2094 -4.0324 -6.1378 -0.019 0.052 0.068
H -0.2925 -4.4175 -4.6709 0.008 0.001 0.026
H -1.1412 -7.6749 -6.9322 -0.014 -0.013 -0.017
H -0.4933 -6.5448 -8.1187 -0.012 -0.011 -0.016
H -2.0166 -6.1675 -7.2803 -0.014 0.014 0.015
C 5.4433 -2.6802 4.2249 -0.156 0.003 0.043
O 5.3580 -2.5720 5.4361 -0.018 -0.020 -0.031
N 6.5270 -2.3664 3.5018 0.156 -0.023 -0.114
C 6.5640 -2.5141 2.0608 0.059 0.078 0.077
C 7.6951 -1.8484 4.1949 -0.071 -0.036 0.091
H 4.6069 -3.0502 3.6059 0.042 0.018 -0.039
H 7.3568 -3.2050 1.7669 -0.013 -0.012 -0.027
H 6.7465 -1.5500 1.5838 -0.007 -0.003 -0.027
H 5.6115 -2.9042 1.7078 -0.023 -0.001 0.001
H 8.0591 -2.5701 4.9274 -0.013 -0.031 -0.019
H 7.4334 -0.9330 4.7192 0.117 0.051 0.023
H 8.4757 -1.6270 3.4737 -0.017 0.042 -0.039
C 7.7671 2.3218 4.0119 0.050 -0.024 -0.106
O 8.1060 1.3314 3.3899 0.025 -0.013 0.024
N 6.5218 2.5452 4.4640 -0.135 0.031 0.097
C 6.1723 3.7457 5.1945 -0.065 -0.106 -0.048
C 5.4920 1.5483 4.2041 0.116 0.015 -0.060
H 8.4691 3.1385 4.2539 -0.007 -0.022 0.006
H 5.8023 3.4953 6.1906 0.005 0.030 0.018
H 5.3982 4.3056 4.6664 0.004 0.039 0.013
H 7.0507 4.3791 5.2977 0.018 0.010 -0.005
H 5.7607 0.5907 4.6490 -0.033 -0.015 0.029
H 5.3688 1.4003 3.1312 -0.024 -0.004 -0.009
H 4.5523 1.8878 4.6308 -0.016 0.020 0.009
C -4.0617 7.2245 -4.6445 0.094 0.040 0.052
O -3.0895 7.9105 -4.9042 -0.029 0.038 -0.005
N -4.0304 5.8875 -4.5105 -0.027 -0.130 -0.002
C -5.2132 5.1136 -4.1955 0.121 -0.023 -0.002
C -2.7579 5.2006 -4.6818 -0.044 0.091 0.003
H -5.0662 7.6538 -4.4837 0.015 -0.009 -0.032
H -5.0811 4.5742 -3.2560 -0.033 -0.012 0.004
H -5.4202 4.3889 -4.9855 -0.033 -0.007 0.011
H -6.0693 5.7784 -4.0988 -0.011 0.019 0.001
H -2.0287 5.5628 -3.9577 0.001 -0.031 0.015
H -2.3598 5.3818 -5.6803 0.017 -0.012 -0.009
H -2.9028 4.1337 -4.5367 -0.009 -0.019 0.018
```
Forces are in eV/Å.



A molecular structure, C30H75F4KN2O28P5S4 in a non-equilibrium geometry, computed with the ωB97M-V functional and the def2-TZVPD basis.

The net charge is -1.

Structure (XYZ):
```
149
Properties=species:S:1:pos:R:3:forces:R:3
K 0.5637 1.0046 -4.1946 -0.003 0.238 -0.024
N 5.7566 0.6873 -1.6720 4.780 -1.615 0.109
S 5.5031 1.8834 -2.5847 -3.006 4.342 -3.855
O 5.4731 1.5759 -4.0183 0.612 0.278 1.446
O 5.9490 3.2397 -2.2684 -0.518 -1.942 0.221
F 3.9621 1.8961 -2.2634 -1.162 0.553 0.394
S 7.3516 0.4399 -2.2437 4.538 -2.366 0.194
O 8.2904 1.5669 -2.2671 -2.485 -0.660 -0.530
O 7.5498 -0.5738 -3.2855 -1.531 1.750 1.391
F 8.0541 -0.3165 -1.0125 -1.397 -0.267 0.510
N 0.7824 0.6067 -1.5727 1.581 2.560 2.418
S 1.2111 1.3215 -0.0917 3.265 3.279 1.096
O 2.4723 0.8582 0.4797 -2.852 0.110 -1.095
O 0.1374 1.8104 0.7926 1.368 -1.741 -1.745
F 1.6665 2.7380 -0.7476 -0.332 -0.777 -0.025
S -0.4252 -0.1617 -1.0514 -2.820 -4.969 0.161
O -1.7219 0.4868 -1.1520 1.534 -0.957 0.524
O -0.0220 -1.0640 0.0537 -1.695 1.831 -1.657
F -0.4746 -1.2212 -2.3278 -0.206 0.651 0.457
C 0.6728 2.1719 5.1305 -1.190 -1.531 0.554
C 1.4611 1.8920 3.8859 0.973 0.422 1.143
O 1.9098 3.2014 3.5265 1.889 0.951 -1.634
P 3.4861 3.5809 3.4638 1.091 -1.485 -0.877
O 4.4826 2.4929 3.0885 -2.358 2.247 1.032
O 3.5532 4.8723 2.4870 -0.525 -0.614 3.200
C 3.8473 4.7375 1.1235 0.485 -0.212 -1.117
C 5.3398 4.8404 0.8470 0.359 0.024 -1.058
O 3.6768 4.1780 4.9681 -1.216 -0.242 -1.506
C 4.9535 4.5831 5.3587 1.846 1.163 1.212
C 4.8440 5.2819 6.7594 -0.687 -1.183 -0.141
H -0.2312 2.7503 4.9404 0.069 0.095 -0.266
H 0.3400 1.1844 5.4500 -0.367 -0.148 0.431
H 1.1626 2.6239 5.9929 0.558 0.054 -0.443
H 2.3380 1.2703 4.0665 0.062 -0.077 0.251
H 0.9109 1.3496 3.1170 -0.233 0.750 -0.261
H 3.3768 3.8105 0.7958 0.410 -0.079 -0.471
H 3.3246 5.5640 0.6420 -0.032 0.011 -0.088
H 5.5536 4.8873 -0.2207 -0.535 -0.375 -0.398
H 5.7805 5.7978 1.1248 -0.199 -0.019 0.859
H 5.9491 3.9930 1.1613 -0.274 0.093 0.516
H 5.5928 3.7039 5.4388 0.094 -0.003 -0.001
H 5.4219 5.2517 4.6365 -0.208 0.073 -0.253
H 4.7553 4.4411 7.4473 -0.463 0.101 0.316
H 5.6272 5.8837 7.2205 0.516 0.003 -0.966
H 3.9339 5.8803 6.8004 -0.067 -0.100 -0.058
C -0.3680 -10.0474 2.7366 0.071 -0.759 0.472
C -1.3250 -9.5182 1.7379 -1.191 0.653 -0.609
O -1.1277 -8.0976 1.6932 -0.726 2.145 -0.545
P -1.9279 -7.1214 0.6582 -0.302 -0.259 -0.038
O -2.8754 -7.8009 -0.2554 0.475 0.674 1.071
O -2.4928 -5.8878 1.5929 0.220 -2.031 -0.556
C -3.6267 -5.0922 1.2109 0.413 1.430 -1.028
C -3.3663 -4.3232 -0.1221 0.482 -0.849 1.084
O -0.7320 -6.4599 -0.1801 -2.580 -0.781 -0.484
C 0.4173 -6.1365 0.4763 3.240 1.113 0.426
C 0.3914 -4.8115 1.2234 -0.574 -0.116 1.004
H -0.5430 -11.0994 2.9620 0.078 -0.284 -0.615
H 0.6264 -9.9113 2.3114 0.196 0.013 0.662
H -0.5355 -9.6263 3.7279 0.412 0.678 -0.212
H -1.1486 -9.8719 0.7221 -0.087 -0.427 0.126
H -2.3739 -9.6499 2.0037 0.020 -0.482 -0.028
H -4.5984 -5.5859 1.2145 0.368 -0.781 -0.272
H -3.7431 -4.3262 1.9776 0.357 -0.176 0.231
H -3.0254 -4.9872 -0.9164 -0.993 -0.307 -0.294
H -4.2743 -3.7436 -0.2887 0.257 0.044 -0.639
H -2.4688 -3.7087 -0.0519 -0.261 0.580 0.560
H 0.7879 -7.0043 1.0218 -0.246 0.260 0.694
H 1.2137 -6.0119 -0.2574 -0.171 -0.006 -0.545
H 1.2940 -4.7179 1.8274 0.220 0.198 -0.337
H 0.2336 -3.9417 0.5858 0.418 -0.128 -0.293
H -0.4188 -4.7369 1.9487 -0.101 -0.330 0.064
C -1.6670 -5.4714 -4.0178 0.513 0.229 0.219
C -1.8447 -3.9239 -3.9405 -0.110 -1.861 0.533
O -2.5173 -3.5073 -5.1054 0.053 2.584 -1.926
P -1.9174 -2.3113 -6.1111 -1.353 -4.123 -0.552
O -1.6868 -0.9848 -5.5214 0.401 -0.601 -0.549
O -3.0872 -2.4573 -7.3060 3.273 0.179 1.990
C -4.2079 -1.6494 -7.0664 -1.571 0.309 0.057
C -4.0946 -0.2799 -7.7034 -0.115 -0.249 0.036
O -0.6434 -3.1256 -6.7359 -1.006 1.130 -0.112
C -0.7820 -4.4492 -7.3187 1.573 -1.872 0.391
C 0.6114 -5.1880 -7.1697 -0.369 1.070 1.456
H -0.7971 -5.6923 -4.6362 0.300 -0.073 0.347
H -1.5630 -5.8771 -3.0114 0.553 0.091 0.085
H -2.4277 -6.1286 -4.4393 -0.750 0.850 -0.195
H -2.4471 -3.6847 -3.0642 -0.047 0.247 -0.089
H -0.8646 -3.4621 -3.8216 -0.013 0.088 -0.048
H -5.0445 -2.2649 -7.3970 -0.180 0.323 -0.489
H -4.4287 -1.5202 -6.0068 0.385 -0.013 0.299
H -5.0372 0.2455 -7.5498 0.055 0.164 0.004
H -3.2857 0.2524 -7.2029 -0.075 0.154 -0.096
H -3.8911 -0.3244 -8.7733 0.006 -0.111 0.020
H -1.5021 -5.0490 -6.7622 -0.290 0.381 -0.116
H -1.0199 -4.4625 -8.3823 -0.328 0.727 0.143
H 1.3960 -4.5611 -7.5932 0.043 -0.403 -0.286
H 0.8544 -5.2881 -6.1119 -0.064 0.880 0.460
H 0.7295 -6.2594 -7.3319 -0.669 0.107 -1.423
C 3.6085 5.1468 -4.0110 0.775 -0.112 -0.089
C 2.9394 5.1862 -2.6599 3.043 -1.288 0.057
O 1.7869 5.9225 -2.7248 -4.083 0.497 0.012
P 0.3755 5.2209 -3.1593 0.344 1.139 0.744
O 0.5111 3.8207 -3.6293 -0.471 0.923 -0.054
O -0.1755 6.2763 -4.3059 0.520 -2.768 1.544
C -0.4140 7.6521 -4.0832 0.107 0.621 1.021
C 0.5928 8.4289 -4.9288 -0.618 -0.292 -0.103
O -0.5870 5.4019 -1.8264 2.828 1.523 -2.879
C -1.2850 4.3581 -1.2315 -0.780 -1.659 -0.465
C -2.7178 4.7717 -1.2937 -1.157 0.396 -0.088
H 3.2342 4.3619 -4.6682 0.025 0.083 -0.021
H 3.5548 6.1200 -4.4990 -0.416 0.075 -0.057
H 4.6779 5.0260 -3.8380 0.029 -0.565 -0.165
H 2.8702 4.2072 -2.1856 -0.672 -0.230 -0.426
H 3.6763 5.6360 -1.9946 -0.421 0.819 0.234
H -1.4792 7.8127 -4.2497 0.070 0.267 -0.855
H -0.3645 7.8815 -3.0188 0.594 0.047 0.179
H 0.4574 9.5095 -4.8834 -0.094 -0.047 0.051
H 1.6148 8.1785 -4.6440 -0.113 -0.014 0.197
H 0.4527 8.0828 -5.9528 0.091 0.222 -0.144
H -1.2746 3.4719 -1.8661 0.639 -0.285 0.105
H -0.8090 4.0865 -0.2893 -0.412 0.270 0.197
H -2.8714 5.8156 -1.0206 -0.051 -0.134 0.786
H -3.0378 4.7955 -2.3354 0.229 -0.262 -0.315
H -3.4071 4.0683 -0.8266 0.101 0.214 0.436
C -2.6636 -1.2343 8.9548 1.209 -0.485 -0.510
C -2.3383 -1.3720 7.4656 -0.130 -1.226 0.760
O -3.2094 -0.4789 6.8789 -1.701 1.111 -2.424
P -4.0124 -0.8011 5.5291 -1.343 0.207 -0.687
O -5.2476 -1.6775 5.5981 2.838 1.820 -0.095
O -4.3623 0.7174 5.0514 -1.073 -2.280 0.029
C -3.3879 1.7300 4.8735 0.467 -0.217 2.484
C -3.2561 2.5093 6.2165 -0.076 0.709 -1.410
O -2.8181 -1.3237 4.5354 -1.114 1.386 2.526
C -3.2120 -1.6714 3.2329 -0.258 -0.704 -1.025
C -2.3245 -0.9861 2.1826 -0.499 -1.412 0.211
H -3.6835 -1.5856 9.1111 0.154 -0.100 0.071
H -1.9271 -1.8476 9.4740 -0.253 0.031 0.541
H -2.6019 -0.1964 9.2821 0.149 -0.050 -0.053
H -1.3404 -1.2001 7.0622 0.322 0.358 0.730
H -2.5727 -2.3807 7.1254 -0.073 -0.312 0.187
H -2.4627 1.1967 4.6552 0.268 0.675 -0.607
H -3.7670 2.4406 4.1389 0.327 -0.409 -0.317
H -2.8625 2.0031 7.0980 -0.043 -0.227 -0.431
H -2.6329 3.3616 5.9457 0.323 0.146 0.392
H -4.2331 2.9461 6.4237 -0.092 -0.173 0.254
H -3.3092 -2.7552 3.2959 0.926 -0.320 -0.805
H -4.2548 -1.4609 2.9956 -0.198 0.889 0.417
H -2.1887 0.0648 2.4382 -0.249 0.001 -0.296
H -1.3478 -1.4310 1.9929 -0.024 -0.040 0.477
H -2.8827 -1.1648 1.2636 0.160 0.684 -0.344
```
Forces are in eV/Å.



E_LUMO values, unit eV, following the record order: 1.886; 1.413.
Frontier orbital gap values, unit eV, following the record order: 6.3; 8.3.